1.
Molecular formula: C22H23N7OPtSSe
Method: DFT, ωB97M-V/def2-TZVPD

Element x y z (Å)
Pt -0.06 -0.58 -0.75
C 5.23 2.08 -1.44
C 4.95 1.27 -0.17
C 3.94 0.24 -0.48
N 2.68 0.32 -0.29
N 1.97 -0.69 -0.81
C 2.71 -1.59 -1.44
N 2.21 -2.69 -2.04
S 4.39 -1.22 -1.37
H 6.03 2.79 -1.25
H 4.34 2.63 -1.75
H 5.55 1.43 -2.25
H 4.57 1.93 0.62
H 5.87 0.79 0.16
H 1.26 -2.70 -2.36
H 2.85 -3.30 -2.53
Se -2.84 5.09 0.11
N -1.63 4.54 -0.91
C -0.83 3.61 -1.36
C 0.15 3.94 -2.33
C 1.00 2.97 -2.80
C 0.90 1.68 -2.31
N -0.01 1.33 -1.39
C -0.87 2.23 -0.91
N -1.86 1.89 -0.02
H 0.21 4.96 -2.68
H 1.73 3.20 -3.55
H 1.55 0.90 -2.69
C -4.08 -2.07 -1.12
C -2.72 -1.70 -0.66
O -2.13 -0.74 -1.18
C -2.06 -2.44 0.41
C -0.65 -2.48 0.40
C 0.04 -3.06 1.45
C -0.66 -3.53 2.56
C -2.05 -3.49 2.57
C -2.75 -2.98 1.50
H -4.26 -1.70 -2.12
H -4.82 -1.62 -0.46
H -4.22 -3.15 -1.10
H -0.11 -2.31 -0.59
H 1.12 -3.14 1.42
H -0.12 -3.93 3.40
H -2.59 -3.87 3.43
H -3.83 -2.96 1.50
C -2.63 0.69 3.33
C -1.41 0.10 3.64
C -0.44 0.05 2.66
N -0.59 0.57 1.44
C -1.73 1.21 1.18
C -2.80 1.25 2.08
H -3.42 0.73 4.06
H -1.21 -0.30 4.62
H 0.52 -0.42 2.83
H -2.68 2.48 -0.06
H -3.72 1.73 1.80

The LUMO energy (spin up / spin down) is -6.59 / -6.64 eV. The net charge is +2. As for the spin multiplicity: 3. Its HOMO energy (spin up / spin down) is -12.84 / -13.78 eV. As for the energy above the lowest of the compared OMol25 structures with the same formula, charge and spin: 0.0 kcal/mol. The calculation puts the frontier orbital gap (spin up / spin down) at 0.230 / 0.262 hartree.

2.
Molecular formula: C23H47AsBrN2PdS7Si
Method: DFT, ωB97M-V/def2-TZVPD

Element x y z (Å)
Pd 0.65 0.73 0.56
S 3.06 -1.65 -2.97
As 2.75 -2.57 -1.23
S 3.15 0.51 0.30
S 2.33 -1.25 0.62
S 1.64 -4.21 -0.93
C 0.54 4.97 -0.04
C 0.15 4.58 1.38
S -0.28 2.83 1.67
C -2.06 2.83 1.96
C -2.98 3.15 0.79
S -2.86 1.94 -0.54
C -2.38 2.95 -1.97
C -0.98 3.53 -1.96
S -0.84 5.18 -1.20
H 1.27 4.27 -0.46
H 1.03 5.94 0.01
H -0.71 5.16 1.71
H 0.97 4.79 2.07
H -2.25 3.52 2.79
H -2.26 1.83 2.33
H -2.78 4.14 0.39
H -4.00 3.15 1.17
H -3.14 3.72 -2.13
H -2.47 2.25 -2.81
H -0.62 3.61 -2.99
H -0.31 2.87 -1.42
C 1.56 1.50 -4.96
C 0.87 0.90 -3.78
C -0.17 0.00 -3.68
C -0.39 -0.20 -2.31
N 0.46 0.56 -1.60
N 1.20 1.22 -2.51
C -1.36 -1.11 -1.64
H 1.60 0.78 -5.78
H 2.58 1.78 -4.71
H 1.03 2.39 -5.31
H -0.68 -0.48 -4.50
H 1.99 1.77 -2.21
H -2.36 -0.96 -2.03
H -1.39 -0.94 -0.57
H -1.07 -2.15 -1.82
C 0.64 -3.16 6.41
C 0.58 -2.67 4.95
C 1.97 -2.87 4.32
C -0.37 -3.60 4.18
Si 0.04 -0.84 4.90
Br -0.60 -0.57 2.67
C 1.45 0.42 5.17
C 0.93 1.86 5.35
C 2.43 0.47 3.98
C 2.24 0.04 6.44
C -1.57 -0.46 5.85
C -2.60 -1.58 5.71
C -2.26 0.83 5.36
C -1.25 -0.29 7.35
H 1.05 -4.17 6.42
H -0.35 -3.20 6.87
H 1.29 -2.54 7.04
H 2.21 -3.94 4.36
H 2.76 -2.34 4.84
H 1.98 -2.58 3.27
H -0.04 -4.63 4.34
H -0.34 -3.41 3.11
H -1.41 -3.54 4.51
H 0.33 2.19 4.50
H 1.79 2.53 5.43
H 0.35 1.98 6.27
H 1.96 0.92 3.11
H 2.82 -0.51 3.70
H 3.28 1.10 4.25
H 1.61 0.02 7.33
H 3.01 0.79 6.61
H 2.73 -0.93 6.35
H -2.86 -1.78 4.66
H -3.52 -1.28 6.22
H -2.27 -2.52 6.16
H -2.57 0.74 4.32
H -1.64 1.72 5.46
H -3.16 0.99 5.97
H -0.76 -1.17 7.78
H -2.19 -0.14 7.89
H -0.63 0.58 7.55

The LUMO energy (spin up / spin down) is -5.20 / -5.74 eV. The net charge is +1. Its HOMO energy (spin up / spin down) is -10.93 / -10.96 eV. As for the energy above the lowest of the compared OMol25 structures with the same formula, charge and spin: 31.3 kcal/mol. The calculation puts the frontier orbital gap (spin up / spin down) at 0.211 / 0.192 hartree.

3.
Molecular formula: C5H14N2O
Method: DFT, ωB97M-V/def2-TZVPD

Element x y z (Å)
C 0.49 2.04 -0.16
N -0.61 1.10 -0.34
C -1.66 1.61 -1.19
C -0.14 -0.19 -0.82
C 0.74 -0.90 0.17
N 1.35 -2.08 -0.43
C -0.01 -1.17 1.49
O 0.81 -2.04 2.27
H 0.93 1.93 0.84
H 1.28 1.92 -0.91
H 0.13 3.06 -0.21
H -1.80 2.67 -0.97
H -1.51 1.46 -2.27
H -2.59 1.12 -0.93
H 0.42 -0.08 -1.76
H -1.01 -0.79 -1.10
H 1.56 -0.26 0.49
H 1.76 -2.65 0.31
H 0.63 -2.66 -0.86
H -0.08 -0.21 1.99
H -1.02 -1.57 1.33
H 0.32 -2.31 3.05

The LUMO energy is 0.87 eV. The net charge is 0. Its HOMO energy is -8.55 eV. As for the energy above the lowest of the compared OMol25 structures with the same formula, charge and spin: 46.4 kcal/mol. The calculation puts the frontier orbital gap at 0.346 hartree.

4.
Molecular formula: C32H42F3N2O14PS
Method: DFT, ωB97M-V/def2-TZVPD

Element x y z (Å)
O 0.98 -1.90 -1.07
P -0.25 -1.61 -2.04
C -0.95 0.13 -1.53
C -2.54 0.15 -1.07
C -3.33 1.54 -0.64
C -2.40 2.92 -0.66
N -2.95 4.32 -0.31
S -1.52 5.30 -0.53
N -0.15 4.29 -1.04
C -0.79 2.90 -1.11
C -0.02 1.52 -1.57
C 1.55 1.51 -2.06
O 2.50 2.14 -1.13
C 3.02 1.18 -0.14
F 2.02 0.78 0.91
F 3.71 0.00 -0.71
F 4.09 1.94 0.63
H 0.34 -1.40 -3.36
H -1.25 -2.64 -2.04
H -3.20 -0.84 -1.02
H -4.47 1.58 -0.33
H 1.81 0.41 -2.38
H 1.59 2.16 -3.06
O -3.82 -1.22 -5.08
C -3.01 -2.06 -5.43
C -3.14 -2.94 -6.64
C -2.11 -4.01 -6.37
C -1.09 -3.28 -5.53
O -1.83 -2.31 -4.79
H -2.89 -2.35 -7.53
H -4.14 -3.36 -6.72
H -1.69 -4.45 -7.28
H -2.57 -4.81 -5.78
H -0.35 -2.76 -6.15
H -0.57 -3.95 -4.85
O -1.52 3.03 -4.45
C -1.81 4.13 -4.88
C -2.34 5.27 -4.07
C -2.88 6.20 -5.13
C -2.00 5.90 -6.31
O -1.66 4.52 -6.19
H -1.52 5.73 -3.51
H -3.13 4.94 -3.39
H -2.86 7.25 -4.83
H -3.92 5.93 -5.36
H -1.07 6.48 -6.30
H -2.51 6.07 -7.26
O 5.30 -2.15 6.09
C 4.97 -1.43 5.16
C 4.67 -1.89 3.77
C 4.71 -0.59 2.99
C 4.30 0.42 4.02
O 4.78 -0.08 5.27
H 3.67 -2.34 3.75
H 5.42 -2.59 3.42
H 4.08 -0.59 2.11
H 5.74 -0.40 2.67
H 3.21 0.53 4.09
H 4.74 1.41 3.82
O 3.64 -6.35 -0.46
C 3.47 -6.28 0.75
C 3.85 -5.13 1.62
C 3.78 -5.74 3.00
C 2.72 -6.80 2.83
O 2.85 -7.25 1.49
H 3.12 -4.33 1.49
H 4.86 -4.78 1.39
H 3.54 -5.02 3.78
H 4.74 -6.21 3.24
H 1.71 -6.41 2.98
H 2.88 -7.64 3.52
O -3.97 2.17 1.90
C -3.75 2.92 2.84
C -3.74 4.41 2.77
C -3.04 4.78 4.06
C -3.40 3.64 4.97
O -3.51 2.50 4.12
H -4.77 4.77 2.75
H -3.19 4.76 1.90
H -3.34 5.76 4.45
H -1.96 4.80 3.89
H -4.36 3.80 5.47
H -2.62 3.47 5.72
O 0.88 -4.13 4.22
C 0.58 -3.03 3.79
C 0.06 -1.89 4.61
C -0.48 -0.96 3.55
C 0.40 -1.26 2.37
O 0.74 -2.64 2.49
H 0.88 -1.43 5.17
H -0.73 -2.22 5.29
H -0.47 0.09 3.84
H -1.52 -1.23 3.32
H 1.33 -0.67 2.38
H -0.11 -1.09 1.42

The LUMO energy is -1.94 eV. The net charge is 0. Its HOMO energy is -8.65 eV. As for the energy above the lowest of the compared OMol25 structures with the same formula, charge and spin: 304.4 kcal/mol. The calculation puts the frontier orbital gap at 0.247 hartree.

5.
Molecular formula: C3H4BrNO2
Method: DFT, ωB97M-V/def2-TZVPD

Element x y z (Å)
C -0.07 1.50 -0.24
C -0.22 0.20 0.05
C 1.04 -0.88 -0.27
Br 2.65 -0.22 0.42
N -1.45 -0.51 0.43
O -2.18 0.07 1.16
O -1.59 -1.67 0.04
H -0.86 2.34 -0.13
H 0.93 1.84 -0.33
H 1.00 -0.86 -1.37
H 0.76 -1.81 0.24

The LUMO energy is -0.53 eV. The net charge is 0. Its HOMO energy is -10.61 eV. As for the energy above the lowest of the compared OMol25 structures with the same formula, charge and spin: 85.0 kcal/mol. The calculation puts the frontier orbital gap at 0.371 hartree.

6.
Molecular formula: C7H13N2O4
Method: DFT, ωB97M-V/def2-TZVPD

Element x y z (Å)
C 1.55 2.71 0.36
C 3.16 -0.37 -0.89
C -3.00 -0.04 0.38
C -1.86 -0.36 -0.74
C -0.55 -0.03 -0.15
C 0.61 0.03 -1.15
C 1.92 0.43 -0.55
N 3.23 -1.56 1.53
N 2.16 1.52 0.18
O 3.06 -1.43 -1.49
O 0.45 3.12 0.03
O 4.20 0.11 -0.43
O 2.10 -0.84 1.63
H 2.29 3.36 1.09
H -2.67 0.77 1.19
H -3.28 -0.96 0.89
H -4.00 0.33 -0.03
H -1.91 -1.46 -0.86
H -2.11 0.37 -1.49
H -0.28 -0.66 0.67
H -0.77 0.99 0.28
H 0.37 0.83 -1.91
H 0.80 -1.04 -1.48
H 3.90 -0.82 1.14
H 3.15 -2.44 0.86
H 3.17 1.32 0.33

The LUMO energy (spin up / spin down) is 3.51 / 3.52 eV. The net charge is -1. Its HOMO energy (spin up / spin down) is -3.13 / -5.32 eV. As for the energy above the lowest of the compared OMol25 structures with the same formula, charge and spin: 58.2 kcal/mol. The calculation puts the frontier orbital gap (spin up / spin down) at 0.244 / 0.325 hartree.

7.
Molecular formula: C2H10N2OSi2
Method: DFT, ωB97M-V/def2-TZVPD

Element x y z (Å)
C -1.25 -1.56 0.99
C -1.53 -0.28 1.18
N -1.12 -0.15 -2.40
N -0.78 2.62 0.49
O 1.08 0.71 0.32
Si 2.37 -0.23 0.31
Si -0.50 0.90 0.14
H -2.01 -2.24 1.52
H -0.29 -1.85 0.70
H -2.53 -0.04 1.40
H -0.14 -0.43 -2.53
H -1.15 0.63 -3.05
H -1.53 3.12 0.07
H 0.06 3.15 0.65
H 1.88 -0.81 -0.99
H 3.55 0.57 0.31
H 2.63 -1.22 1.49

The LUMO energy (spin up / spin down) is 0.03 / 0.03 eV. The net charge is 0. Its HOMO energy (spin up / spin down) is -8.04 / -8.04 eV. As for the energy above the lowest of the compared OMol25 structures with the same formula, charge and spin: 81.1 kcal/mol. The calculation puts the frontier orbital gap (spin up / spin down) at 0.296 / 0.297 hartree.

8.
Molecular formula: C2H6N4O2
Method: DFT, ωB97M-V/def2-TZVPD

Element x y z (Å)
H 2.03 -2.04 0.26
N 2.50 -1.06 0.19
C 1.67 0.01 -0.01
N 2.49 1.16 0.04
O 0.35 0.22 -0.17
N -0.36 -0.97 -0.44
C -1.62 -0.97 -0.08
N -2.44 -0.09 0.61
O -2.38 1.10 -0.30
H 2.13 1.98 -0.34
H 3.50 0.95 0.10
H -2.40 -1.77 -0.72
H -3.45 -0.41 0.38
H -2.01 1.89 0.48

The LUMO energy is -0.06 eV. The net charge is 0. Its HOMO energy is -8.64 eV. As for the energy above the lowest of the compared OMol25 structures with the same formula, charge and spin: 143.8 kcal/mol. The calculation puts the frontier orbital gap at 0.315 hartree.

9.
Molecular formula: C32H64O43S10
Method: DFT, ωB97M-V/def2-TZVPD

Element x y z (Å)
C 12.03 -10.45 -13.14
C 11.71 -11.88 -13.45
C 10.62 -12.10 -12.38
O 11.05 -11.38 -11.23
C 11.95 -10.40 -11.61
H 11.35 -9.73 -13.60
H 13.07 -10.22 -13.33
H 12.56 -12.54 -13.28
H 11.25 -12.05 -14.42
H 10.59 -13.13 -12.03
H 9.62 -11.79 -12.68
H 12.90 -10.63 -11.14
H 11.59 -9.40 -11.37
C 17.43 -15.45 -15.89
C 17.32 -14.37 -14.81
C 16.25 -13.57 -15.42
O 15.34 -14.44 -15.89
C 16.04 -15.55 -16.45
H 17.91 -16.41 -15.68
H 18.07 -14.99 -16.64
H 18.23 -13.78 -14.75
H 17.02 -14.74 -13.83
H 16.55 -12.89 -16.22
H 15.73 -12.97 -14.67
H 15.98 -15.49 -17.54
H 15.46 -16.44 -16.21
C 19.05 -9.09 -14.82
C 20.35 -8.31 -14.59
C 21.44 -9.13 -15.18
O 20.81 -10.47 -15.07
C 19.58 -10.36 -14.36
H 18.68 -9.32 -15.82
H 18.24 -8.82 -14.15
H 20.61 -8.18 -13.54
H 20.40 -7.32 -15.06
H 22.33 -9.12 -14.55
H 21.65 -8.83 -16.21
H 19.82 -10.53 -13.31
H 18.89 -11.17 -14.58
C 14.53 -7.50 -6.71
C 13.40 -8.26 -6.11
O 12.88 -7.30 -5.24
S 12.95 -5.70 -5.79
O 13.41 -4.82 -4.71
O 11.82 -5.27 -6.60
O 14.24 -6.09 -6.70
H 14.69 -7.88 -7.72
H 15.53 -7.66 -6.31
H 13.68 -9.15 -5.55
H 12.59 -8.50 -6.80
C 13.13 -15.25 -12.70
C 13.08 -16.11 -14.00
O 14.19 -16.92 -13.83
S 14.17 -17.46 -12.34
O 15.59 -17.68 -11.90
O 13.23 -18.58 -12.15
O 13.52 -16.03 -11.66
H 12.12 -14.83 -12.69
H 13.92 -14.50 -12.84
H 13.07 -15.66 -14.99
H 12.31 -16.88 -14.07
C 20.17 -6.31 -8.73
C 20.23 -7.47 -7.68
O 19.02 -7.38 -6.99
S 18.11 -6.04 -7.42
O 17.59 -5.46 -6.24
O 17.18 -6.35 -8.52
O 19.58 -5.36 -8.02
H 19.62 -6.43 -9.67
H 21.17 -5.90 -8.87
H 21.02 -7.23 -6.97
H 20.37 -8.45 -8.15
C 12.52 -12.84 -7.60
C 13.30 -12.77 -8.97
O 14.24 -13.84 -8.88
S 13.73 -15.00 -7.81
O 14.93 -15.58 -7.19
O 12.84 -16.01 -8.43
O 12.86 -13.98 -6.80
H 11.46 -12.62 -7.54
H 12.93 -12.08 -6.93
H 13.80 -11.82 -9.13
H 12.69 -13.06 -9.84
C 17.45 -5.62 -15.24
C 18.70 -4.88 -14.98
O 19.02 -5.28 -13.61
S 17.61 -5.29 -12.72
O 17.14 -3.91 -12.53
O 17.84 -6.17 -11.53
O 16.77 -6.00 -13.99
H 17.70 -6.59 -15.68
H 16.75 -5.06 -15.86
H 18.51 -3.81 -14.97
H 19.50 -5.29 -15.60
C 16.84 -10.57 -4.22
C 16.37 -11.97 -4.70
O 16.02 -11.85 -6.05
S 17.11 -10.92 -6.87
O 16.32 -10.06 -7.76
O 18.32 -11.72 -7.29
O 17.40 -10.01 -5.47
H 17.49 -10.57 -3.34
H 15.98 -9.92 -4.08
H 15.67 -12.57 -4.11
H 17.26 -12.58 -4.57
C 17.65 -9.51 -11.12
C 16.28 -9.07 -10.71
O 15.46 -10.10 -10.80
S 16.27 -11.54 -11.05
O 15.57 -12.39 -12.01
O 16.74 -12.15 -9.85
O 17.54 -10.75 -11.69
H 18.45 -9.44 -10.38
H 18.05 -8.82 -11.86
H 15.76 -8.31 -11.31
H 16.37 -8.50 -9.78
C 14.90 -4.93 -10.22
C 13.76 -4.09 -9.83
O 12.82 -4.98 -9.36
S 12.88 -6.45 -10.11
O 12.44 -6.29 -11.54
O 12.37 -7.56 -9.31
O 14.48 -6.33 -10.02
H 15.83 -4.77 -9.67
H 14.97 -4.79 -11.30
H 13.30 -3.52 -10.63
H 14.12 -3.45 -9.01
C 18.22 -15.58 -11.10
C 17.36 -15.56 -9.81
O 18.06 -16.37 -8.90
S 19.69 -16.30 -8.99
O 20.28 -17.59 -8.67
O 20.20 -15.01 -8.47
O 19.45 -16.05 -10.64
H 18.36 -14.57 -11.49
H 17.79 -16.18 -11.90
H 16.38 -15.98 -10.01
H 17.27 -14.56 -9.38
C 21.59 -11.31 -9.07
C 20.61 -11.62 -10.21
O 20.52 -10.41 -10.95
S 21.92 -9.50 -10.89
O 21.71 -8.07 -10.67
O 22.77 -9.97 -12.01
O 22.38 -10.21 -9.45
H 22.13 -12.15 -8.64
H 21.06 -10.78 -8.27
H 19.54 -11.67 -9.96
H 20.84 -12.50 -10.80

The LUMO energy (spin up / spin down) is 1.36 / 1.35 eV. The net charge is -1. As for the spin multiplicity: 2. Its HOMO energy (spin up / spin down) is -0.39 / -7.12 eV. The calculation puts the frontier orbital gap (spin up / spin down) at 0.064 / 0.311 hartree.

10.
Molecular formula: C2H4N3O
Method: DFT, ωB97M-V/def2-TZVPD

Element x y z (Å)
C 1.18 -0.08 -0.85
N 0.16 -0.58 0.06
O 0.15 -1.61 0.66
N -0.60 0.46 0.36
C -1.78 0.46 1.36
N -2.75 0.37 1.97
H 1.98 -0.81 -0.64
H 1.48 0.90 -0.73
H 0.91 -0.25 -1.80
H -0.75 1.14 -0.39

The LUMO energy is -7.36 eV. The net charge is +1. Its HOMO energy is -17.36 eV. As for the energy above the lowest of the compared OMol25 structures with the same formula, charge and spin: 125.2 kcal/mol. The calculation puts the frontier orbital gap at 0.367 hartree.

11.
Molecular formula: CHFO
Method: DFT, ωB97M-V/def2-TZVPD

Element x y z (Å)
C 0.14 -0.13 -0.02
O 0.72 -1.13 0.00
F 0.46 1.15 0.00
H -1.32 0.11 0.02

The LUMO energy is 1.14 eV. The net charge is 0. Its HOMO energy is -11.50 eV. As for the energy above the lowest of the compared OMol25 structures with the same formula, charge and spin: 19.3 kcal/mol. The calculation puts the frontier orbital gap at 0.464 hartree.

Calculated max |F|, 1.8; 1.2; 1.1; 7.5; 4.1; 3.5; 3.8; 6.8; 6.9; 5.9; 7.2 eV Å⁻¹ (same order as the records).